Entry 1:
Computed, not measured: a molecular structure, C2H9N4, with ωB97M-V/def2-TZVPD.

```
15
Properties=species:S:1:pos:R:3:forces:R:3:mulliken_charge:R:1
C -1.37620 0.79144 -0.39560 0.55 -1.71 1.95 -0.411
C 0.79293 0.03445 -0.10839 -0.24 -0.44 -3.74 0.327
N 0.06055 1.12976 -0.26539 -0.25 1.51 1.27 -0.236
N 0.03402 -1.02357 -0.52885 1.54 0.29 0.45 -0.158
N 2.14075 0.01550 -0.02986 -3.46 0.08 0.45 -0.353
N -1.33535 -0.65483 -0.54356 0.32 -1.19 0.03 -0.256
H -2.02636 0.87618 0.44782 0.49 1.22 1.48 0.266
H -1.96415 1.19882 -1.13345 -0.28 1.49 -2.43 0.393
H 0.05406 -0.57750 1.55387 -1.70 -1.26 2.81 -0.261
H 0.39154 1.91768 0.29218 -0.56 0.14 -0.51 0.299
H 0.29539 -1.87376 -0.05404 -0.57 -0.63 -0.18 0.323
H 2.58934 0.87577 -0.22784 1.07 0.36 0.29 0.249
H 2.48759 -0.84424 0.29456 1.54 -0.69 0.17 0.226
H -0.42126 -0.94722 2.12821 1.41 1.18 -1.51 0.292
H -1.72285 -0.91846 -1.42966 0.14 -0.34 -0.53 0.301
```
Forces are in eV/Å.

Values from the calculation:
Charge: +1
ΔE to the lowest compared entry with this formula, charge and spin (eV): 3.600
E (eV): -8171.2262
LUMO energy (hartree): -0.1421
Orbital gap (eV): 9.727



Entry 2:
Computed, not measured: C4H11NS in the gas phase, with ωB97M-V/def2-TZVPD.

```
17
Properties=species:S:1:pos:R:3:forces:R:3:mulliken_charge:R:1
C -0.73413 -1.20983 0.67430 0.78 0.48 0.90 -1.234
C -0.24238 -0.61500 -0.65427 -2.27 0.68 0.35 0.064
N -1.37123 0.21803 -1.19818 -0.67 -0.78 0.34 -0.775
C 0.88360 0.37851 -0.63251 0.72 1.82 1.27 -0.083
C 0.62333 1.48287 0.50604 1.95 0.74 -1.02 -1.291
S 2.55314 -0.48486 -0.45937 -1.84 0.37 0.84 -0.168
H -1.38674 -2.07787 0.73006 -0.24 -0.04 -1.13 0.361
H 0.07371 -1.53694 1.31320 0.55 0.12 0.37 0.299
H -1.26396 -0.41655 1.18309 -0.09 0.10 0.51 0.331
H -0.00742 -1.45065 -1.24627 0.23 -0.73 -1.54 0.397
H -1.62371 0.82955 -0.40284 0.13 -0.19 -0.74 0.280
H -2.20756 -0.38222 -1.27878 0.52 0.29 -0.15 0.282
H 0.88873 1.00932 -1.54118 0.11 -1.00 0.07 0.373
H 1.63800 1.97088 0.69537 -1.44 -0.48 -0.13 0.359
H 0.28870 1.05417 1.42490 -0.05 -0.40 0.66 0.348
H -0.09973 2.30747 0.24801 0.70 -0.98 -0.19 0.342
H 1.98767 -1.07687 0.63842 0.92 -0.01 -0.42 0.114
```
Forces are in eV/Å.

Values from the calculation:
Charge: 0
ΔE to the lowest compared entry with this formula, charge and spin (eV): 0.854
E (eV): -16650.9392
LUMO energy (hartree): 0.0325
Orbital gap (eV): 10.011



Entry 3:
Computed, not measured: C4H9NO2 in the gas phase, with ωB97M-V/def2-TZVPD.

```
16
Properties=species:S:1:pos:R:3:forces:R:3:mulliken_charge:R:1
C 0.91734 -1.94497 0.27519 0.06 -0.27 0.15 -0.708
O 0.85457 -0.69463 -0.36480 0.05 0.06 -0.07 -0.332
C -0.41274 -0.41065 -0.90885 -0.25 0.04 -0.04 -0.428
C -0.59875 1.11426 -0.95274 -0.06 -0.02 -0.20 -0.696
N 0.04413 1.76524 0.17547 -0.01 -0.08 0.13 -0.234
C -0.28578 1.37237 1.43697 -0.12 -0.03 0.04 0.060
O -1.30114 0.77438 1.73292 0.27 0.16 -0.10 -0.540
H 0.04240 -2.09982 0.92274 0.13 0.05 -0.07 0.325
H 0.97083 -2.77495 -0.44466 0.00 0.12 0.08 0.276
H 1.81672 -1.94540 0.89647 -0.09 -0.07 -0.13 0.245
H -1.19051 -0.84048 -0.26541 0.09 0.02 -0.12 0.346
H -0.50942 -0.83031 -1.92275 -0.04 0.05 0.17 0.406
H -1.66997 1.33903 -0.95114 0.17 -0.03 0.04 0.283
H -0.17718 1.54555 -1.86322 0.02 -0.08 0.09 0.349
H 1.02595 1.96214 0.05055 -0.09 0.05 0.03 0.298
H 0.47352 1.66823 2.18326 -0.13 0.03 0.00 0.351
```
Forces are in eV/Å.

Values from the calculation:
Charge: 0
ΔE to the lowest compared entry with this formula, charge and spin (eV): 1.472
E (eV): -9878.5886
LUMO energy (hartree): 0.0344
Orbital gap (eV): 10.686



Entry 4:
Computed, not measured: 2 unconnected molecules or ions with the total composition C7H19N2O, with ωB97M-V/def2-TZVPD.

```
29
Properties=species:S:1:pos:R:3:forces:R:3:mulliken_charge:R:1
C 2.83722 0.53368 0.95737 0.01 0.18 -0.18 -0.986
C -2.18831 1.91465 -0.09595 -0.04 -0.20 -0.24 -1.711
C -2.12458 -0.31612 1.07513 -0.04 -0.09 -0.11 -1.198
C 2.69236 1.09487 -0.45270 -0.04 -0.30 0.15 -0.754
C 1.63519 0.34971 -1.25993 0.46 0.03 -0.32 -0.693
C -2.06348 0.40159 -0.28144 -0.04 0.12 0.30 0.260
C -0.78993 -0.01783 -0.96731 -0.43 0.05 0.00 0.528
N -0.82859 -1.05796 -1.77528 0.08 0.05 -0.13 -0.277
N 0.31527 0.63343 -0.72569 -0.01 0.25 0.26 0.067
O 0.34640 -2.97052 0.14652 -0.03 0.28 -0.16 -0.546
H 1.89753 0.57535 1.50293 -0.09 -0.02 0.14 0.263
H 3.16554 -0.50058 0.92207 0.04 -0.17 0.04 0.278
H 3.57484 1.10385 1.51215 0.06 0.03 0.13 0.358
H -2.04867 2.44187 -1.03614 0.00 0.12 -0.06 0.408
H -3.18482 2.14338 0.27330 -0.03 0.02 0.04 0.427
H -1.48236 2.29546 0.63918 0.08 0.05 0.10 0.436
H -1.38816 0.09497 1.76223 0.08 0.02 0.05 0.284
H -1.93326 -1.38123 0.96809 -0.01 -0.08 0.06 0.316
H -3.10963 -0.17956 1.51205 -0.07 0.01 0.04 0.416
H 3.64619 1.00843 -0.97298 -0.06 0.08 -0.08 0.351
H 2.43758 2.15560 -0.41208 0.03 0.09 -0.11 0.370
H 1.67124 0.66522 -2.30770 -0.04 -0.12 0.03 0.351
H 1.82294 -0.72583 -1.20053 -0.02 0.00 -0.03 0.431
H -2.90161 0.05800 -0.89364 0.13 -0.02 -0.08 0.369
H -1.68714 -1.57819 -1.87192 0.10 0.09 0.00 0.249
H 0.01087 -1.47928 -2.14173 -0.04 -0.05 0.06 0.207
H -0.27663 -3.67649 0.33758 0.04 -0.15 0.07 0.285
H 0.25821 1.43989 -0.11621 -0.17 -0.12 -0.09 0.219
H 1.18324 -3.25331 0.52332 0.05 -0.14 0.11 0.292
```
Forces are in eV/Å.

Values from the calculation:
Charge: +1
ΔE to the lowest compared entry with this formula, charge and spin (eV): 0.000
E (eV): -12590.0983
LUMO energy (hartree): -0.0929
Orbital gap (eV): 11.948